[1]
Density functional theory data (ωB97M-V with the def2-TZVPD basis set) for the ion C5H6N with charge +1 in a non-equilibrium geometry.

Geometry as XYZ:
```
12
Properties=species:S:1:pos:R:3
C -1.775 -1.528 -0.935
C -0.928 -1.938 -0.075
C 0.112 -1.308 0.271
N 0.691 -0.227 0.091
C 0.377 1.047 0.736
C 1.314 1.896 0.453
H -1.732 -2.071 -1.876
H -2.705 -1.162 -0.600
H 1.600 -0.189 -0.280
H -0.604 1.156 1.217
H 1.477 2.824 0.951
H 2.172 1.500 0.048
```

The largest force on an atom comes out at 4.6 eV/A. For the frontier orbital gap, the calculation gives 9.1 eV. The value obtained for the HOMO energy is -14.845 eV. As for the multiplicity: 1. Its total charge is +1. As for the structure (SMILES): C=C=C=[NH+]C=C.

[2]
Density functional theory data (ωB97M-V with the def2-TZVPD basis set) for an isolated molecule of CH3N3O2S in a non-equilibrium geometry.

Geometry as XYZ:
```
10
Properties=species:S:1:pos:R:3
H 1.447 -0.147 1.845
N 0.759 -0.550 1.219
C 0.191 0.276 0.448
N 0.433 1.628 0.360
N -0.814 -0.105 -0.426
S -0.848 -1.417 -1.191
O 0.253 -2.299 -1.376
O -2.067 -1.640 -1.888
H -0.242 2.184 -0.135
H 0.889 2.069 1.144
```

The largest force on an atom comes out at 2.0 eV/A. For the frontier orbital gap, the calculation gives 9.4 eV. The value obtained for the HOMO energy is -9.862 eV. As for the multiplicity: 1. Its total charge is 0. As for the structure (SMILES): [H]/N=C(\N)N=S(=O)=O.

[3]
Density functional theory data (ωB97M-V with the def2-TZVPD basis set) for an isolated molecule of C25H29N5O6S.

Geometry as XYZ:
```
66
Properties=species:S:1:pos:R:3
C 0.146 5.066 3.115
O 0.265 3.695 3.413
C 0.238 2.795 2.400
C 0.365 1.457 2.774
C 0.355 0.472 1.812
C 0.203 0.794 0.471
N 0.261 -0.214 -0.521
C -0.796 -0.964 -0.908
O -0.642 -1.935 -1.663
C -2.119 -0.619 -0.433
S -2.582 0.707 0.588
N -4.162 0.358 0.537
C -4.418 -0.703 -0.198
C -5.796 -1.192 -0.395
N -6.729 -0.475 0.260
O -6.058 -2.158 -1.094
C -3.274 -1.324 -0.793
N -3.330 -2.419 -1.555
C 1.578 -0.503 -1.109
C 2.282 -1.563 -0.221
O 3.185 -1.290 0.539
N 1.744 -2.780 -0.403
C 2.119 -3.971 0.339
C 3.598 -4.352 0.130
C 4.069 -4.851 1.492
C 3.353 -3.909 2.453
C 1.944 -3.817 1.868
C 2.393 0.730 -1.268
C 3.053 1.515 -0.371
C 3.619 2.574 -1.122
C 3.265 2.361 -2.421
C 3.561 3.120 -3.665
O 2.519 1.239 -2.515
C 0.079 2.138 0.086
O -0.071 2.358 -1.243
C -0.123 3.682 -1.713
C 0.095 3.131 1.057
H 0.193 5.579 4.074
H 0.968 5.413 2.481
H -0.810 5.291 2.633
H 0.482 1.221 3.818
H 0.469 -0.564 2.091
H -6.442 0.309 0.820
H -7.699 -0.731 0.189
H -2.474 -2.734 -1.986
H -4.244 -2.785 -1.777
H 1.390 -0.929 -2.101
H 0.937 -2.836 -1.016
H 1.467 -4.766 -0.032
H 4.154 -3.455 -0.138
H 3.721 -5.089 -0.662
H 3.739 -5.879 1.655
H 5.152 -4.813 1.594
H 3.824 -2.927 2.414
H 3.354 -4.266 3.482
H 1.318 -4.624 2.251
H 1.465 -2.870 2.112
H 3.135 1.347 0.682
H 4.213 3.382 -0.744
H 2.640 3.361 -4.193
H 4.086 4.038 -3.419
H 4.183 2.525 -4.334
H -1.000 4.212 -1.326
H 0.787 4.233 -1.455
H -0.202 3.604 -2.796
H 0.004 4.163 0.763
```

The largest force on an atom comes out at 1.0 eV/A. For the frontier orbital gap, the calculation gives 8.1 eV. The value obtained for the HOMO energy is -8.020 eV. As for the multiplicity: 1. Its total charge is 0. As for the structure (SMILES): COc1ccc(N(C(=O)c2snc(C(N)=O)c2N)[C@H](C(=O)NC2CCCC2)c2ccc(C)o2)c(OC)c1.